# 1
Density functional theory data (wB97M-V/def2-TZVPD) for a cluster of 2 separate species, CH3NO2S2 in total at a distorted geometry.

gap between HOMO and LUMO (alpha / beta): 8.1 / 8.1 eV
energy: -28336.8479 eV
HOMO (alpha / beta): -0.3395 / -0.3394 hartree
energy above the lowest of the compared OMol25 structures with the same formula, charge and spin: 82.4 kcal per mole
maximum force: 3.891 eV/Å
LUMO level (alpha / beta): -1.17 / -1.17 eV

Bonds (Å) are listed after each position.
Geometry (Å):
1 S 2.55 -1.37 -0.11  C6 1.556
2 S 0.28 0.67 0.01  O3 1.428, O4 1.430, N5 1.661, C6 1.788
3 O 0.88 1.29 1.14  S2 1.428
4 O 0.24 1.32 -1.27  S2 1.430
5 N -1.25 0.17 0.44  S2 1.661, H8 1.005, H9 1.006
6 C 1.08 -0.90 -0.28  S1 1.556, S2 1.788
7 H -0.27 -1.96 -0.93  no bonds
8 H -1.93 0.23 -0.30  N5 1.005
9 H -1.57 0.55 1.31  N5 1.006

=====

# 2
Density functional theory data (wB97M-V/def2-TZVPD) for a cluster of 2 separate species, CH3NO2S2 in total at a distorted geometry.

gap between HOMO and LUMO (alpha / beta): 7.4 / 7.4 eV
energy: -28335.7592 eV
HOMO (alpha / beta): -0.3137 / -0.3137 hartree
energy above the lowest of the compared OMol25 structures with the same formula, charge and spin: 107.5 kcal per mole
maximum force: 1.149 eV/Å
LUMO level (alpha / beta): -1.17 / -1.17 eV

Bonds (Å) are listed after each position.
Geometry (Å):
1 S -1.05 -0.54 0.25  H8 1.334, H9 1.326
2 S 3.02 -1.43 0.04  C6 1.558
3 O 1.87 2.00 -0.72  N5 1.408, H7 0.973
4 O 0.96 1.26 1.21  N5 1.242
5 N 1.71 0.99 0.25  O3 1.408, O4 1.242, C6 1.282
6 C 2.08 -0.19 -0.08  S2 1.558, N5 1.282
7 H 1.25 2.70 -0.49  O3 0.973
8 H -1.24 -1.55 -0.60  S1 1.334
9 H -0.62 -1.36 1.20  S1 1.326

=====

# 3
Density functional theory data (wB97M-V/def2-TZVPD) for a cluster of 2 separate species, CH3NO2S2 in total at a distorted geometry.

gap between HOMO and LUMO (alpha / beta): 7.7 / 7.4 eV
energy: -28335.7830 eV
2S+1: 3
HOMO (alpha / beta): -0.2906 / -0.3945 hartree
energy above the lowest of the compared OMol25 structures with the same formula, charge and spin: 36.8 kcal per mole
expectation value of S²: 2.0083
maximum force: 5.853 eV/Å
LUMO level (alpha / beta): -0.22 / -3.36 eV

Bonds (Å) are listed after each position.
Geometry (Å):
1 S -2.89 0.06 0.20  O4 1.449, N5 1.516
2 S -0.23 1.78 -0.08  O3 1.497, C6 1.623
3 O -1.51 2.10 0.63  S2 1.497
4 O -2.39 -0.86 1.21  S1 1.449
5 N -2.16 -0.08 -1.12  S1 1.516, H7 1.030
6 C 0.39 0.43 0.56  S2 1.623, H8 1.077, H9 1.028
7 H -1.27 -0.59 -1.08  N5 1.030
8 H 1.00 -0.10 -0.15  C6 1.077
9 H -0.17 -0.15 1.19  C6 1.028

=====

# 4
Density functional theory data (wB97M-V/def2-TZVPD) for a cluster of 2 separate species, CH3NO3 in total at a distorted geometry.

gap between HOMO and LUMO (alpha / beta): 9.0 / 9.8 eV
energy: -8714.0028 eV
HOMO (alpha / beta): -0.3892 / -0.4006 hartree
energy above the lowest of the compared OMol25 structures with the same formula, charge and spin: 68.3 kcal per mole
maximum force: 5.223 eV/Å
LUMO level (alpha / beta): -1.60 / -1.07 eV

Bonds (Å) are listed after each position.
Geometry (Å):
1 O 0.48 0.19 -0.05  C5 1.473
2 O -1.53 -0.54 1.01  C5 1.357, H8 1.016
3 O 0.50 -1.52 1.37  C5 1.168
4 N 0.52 1.41 -1.50  H6 0.971, H7 1.022
5 C -0.18 -0.69 0.93  O1 1.473, O2 1.357, O3 1.168
6 H 0.63 0.60 -2.02  N4 0.971
7 H 1.42 1.86 -1.35  N4 1.022
8 H -1.84 -1.30 1.61  O2 1.016